Molecular formula: C87H220N12O29
Method: DFT, ωB97M-V/def2-TZVPD

Structure (XYZ):
```
348
C87H220N12O29 (ωB97M-V/def2-TZVPD)
C -4.75 2.36 -5.83
O -5.74 3.17 -5.35
C -6.51 2.59 -4.29
C -7.88 3.30 -4.07
N -7.59 4.60 -3.34
C -8.86 5.25 -3.05
C -8.61 6.60 -2.44
O -8.25 7.53 -3.50
C -7.62 8.66 -2.90
H -3.96 2.13 -5.11
H -4.22 2.76 -6.70
H -5.19 1.43 -6.19
H -5.90 2.68 -3.39
H -6.83 1.57 -4.49
H -8.58 2.77 -3.43
H -8.30 3.53 -5.05
H -6.82 5.10 -3.75
H -9.46 4.57 -2.43
H -9.52 5.30 -3.92
H -7.80 6.49 -1.72
H -9.50 6.98 -1.93
H -6.84 8.37 -2.19
H -8.38 9.19 -2.33
H -7.23 9.30 -3.68
C -7.10 0.76 8.76
O -6.69 -0.49 9.24
C -7.34 -1.63 8.63
C -7.09 -1.89 7.15
N -5.78 -2.47 6.86
C -5.55 -2.31 5.40
C -4.29 -3.11 4.76
O -3.03 -2.46 5.07
C -1.94 -3.08 4.37
H -6.52 1.57 9.19
H -8.19 0.80 8.80
H -6.90 0.77 7.69
H -8.42 -1.53 8.72
H -7.08 -2.58 9.09
H -7.22 -1.01 6.52
H -7.89 -2.57 6.88
H -5.08 -1.90 7.31
H -5.52 -1.25 5.13
H -6.45 -2.60 4.87
H -4.29 -3.08 3.67
H -4.30 -4.15 5.09
H -2.09 -3.17 3.29
H -1.88 -4.13 4.65
H -0.97 -2.61 4.50
C 6.87 -4.78 3.72
O 7.06 -3.37 4.04
C 8.22 -2.79 3.34
C 8.20 -1.23 3.69
N 7.07 -0.64 3.08
C 7.00 0.81 3.27
C 5.85 1.48 2.47
O 4.59 0.96 2.94
C 3.48 1.61 2.36
H 6.49 -4.94 2.71
H 6.20 -5.24 4.45
H 7.84 -5.27 3.78
H 8.19 -2.88 2.25
H 9.18 -3.19 3.65
H 9.14 -0.81 3.31
H 8.21 -1.11 4.77
H 6.30 -1.13 3.52
H 7.92 1.37 3.07
H 6.75 0.97 4.32
H 6.02 1.35 1.40
H 5.89 2.55 2.63
H 3.56 2.67 2.14
H 2.53 1.46 2.89
H 3.33 1.25 1.35
C 1.65 -3.05 5.83
O 1.18 -4.40 5.94
C 1.92 -5.50 5.36
C 3.45 -5.50 5.72
N 3.57 -5.72 7.18
C 3.62 -7.10 7.59
C 3.90 -7.23 9.14
O 2.95 -6.47 9.93
C 2.83 -7.09 11.25
H 1.70 -2.78 4.78
H 2.56 -2.83 6.40
H 0.88 -2.43 6.28
H 1.85 -5.41 4.28
H 1.41 -6.40 5.71
H 3.85 -4.53 5.43
H 3.95 -6.29 5.15
H 2.89 -5.28 7.79
H 4.36 -7.65 7.01
H 2.67 -7.58 7.34
H 4.93 -7.02 9.41
H 3.83 -8.31 9.29
H 2.43 -8.08 11.05
H 2.00 -6.63 11.79
H 3.69 -7.08 11.91
C 4.42 4.40 -1.12
O 3.06 4.73 -1.04
C 2.19 3.67 -0.80
C 0.72 4.13 -0.69
N 0.45 4.45 0.71
C 0.18 3.16 1.45
C -0.14 3.48 2.92
O 1.11 3.57 3.71
C 1.05 3.98 5.07
H 4.78 3.91 -0.21
H 4.91 5.37 -1.21
H 4.69 3.74 -1.94
H 2.56 3.06 0.02
H 2.26 3.05 -1.70
H 0.07 3.32 -1.03
H 0.60 5.04 -1.28
H 1.23 4.93 1.13
H 0.89 2.36 1.29
H -0.68 2.63 1.04
H -0.76 2.69 3.34
H -0.76 4.38 2.96
H 1.96 4.00 5.67
H 0.24 3.47 5.57
H 0.78 5.03 5.00
C 6.02 1.25 -6.13
O 5.65 1.07 -7.49
C 5.33 2.23 -8.29
C 4.54 1.86 -9.60
N 3.20 1.28 -9.48
C 2.36 2.47 -9.20
C 0.91 2.13 -8.97
O 0.85 1.33 -7.75
C -0.46 0.94 -7.38
H 6.39 0.28 -5.78
H 5.19 1.55 -5.49
H 6.84 1.93 -5.95
H 6.25 2.73 -8.60
H 4.84 2.96 -7.65
H 5.18 1.05 -9.96
H 4.65 2.68 -10.31
H 3.25 0.75 -8.62
H 2.42 3.19 -10.01
H 2.69 3.05 -8.34
H 0.48 1.61 -9.82
H 0.26 2.97 -8.73
H -0.55 0.72 -6.32
H -0.86 0.09 -7.93
H -1.21 1.70 -7.58
C 2.46 -4.58 -2.28
O 1.14 -4.60 -1.75
C 0.44 -5.84 -1.88
C -1.00 -5.58 -1.31
N -1.88 -6.74 -1.12
C -2.35 -7.29 -2.37
C -3.50 -8.25 -2.24
O -4.49 -7.60 -1.52
C -5.60 -8.45 -1.15
H 3.10 -5.34 -1.83
H 2.95 -3.62 -2.10
H 2.36 -4.64 -3.36
H 0.97 -6.66 -1.41
H 0.44 -6.15 -2.93
H -1.47 -4.81 -1.92
H -0.85 -5.12 -0.33
H -2.73 -6.62 -0.59
H -1.51 -7.85 -2.77
H -2.58 -6.44 -3.01
H -3.12 -9.14 -1.73
H -3.84 -8.57 -3.22
H -6.06 -8.74 -2.09
H -6.34 -7.97 -0.51
H -5.18 -9.35 -0.70
C -1.99 -3.14 -3.85
O -1.29 -2.46 -4.83
C 0.08 -2.95 -5.00
C 0.82 -2.06 -5.98
N 2.19 -2.57 -6.03
C 2.99 -1.63 -6.87
C 4.48 -2.07 -6.73
O 4.73 -3.16 -7.59
C 4.86 -2.78 -8.97
H -1.90 -4.19 -4.14
H -3.04 -2.88 -3.97
H -1.59 -2.94 -2.86
H 0.12 -3.99 -5.34
H 0.64 -2.94 -4.06
H 0.96 -1.03 -5.65
H 0.34 -2.08 -6.96
H 2.15 -3.37 -6.64
H 2.83 -0.64 -6.45
H 2.65 -1.79 -7.89
H 4.74 -2.37 -5.71
H 5.24 -1.32 -6.92
H 5.50 -3.45 -9.54
H 5.21 -1.76 -9.09
H 3.90 -2.80 -9.47
C 7.88 -8.61 2.09
O 6.45 -8.57 2.04
C 6.00 -8.43 0.68
C 4.53 -7.91 0.70
N 4.46 -6.50 1.05
C 3.09 -6.10 1.18
C 2.90 -4.61 1.52
O 3.61 -4.34 2.74
C 3.89 -2.95 2.97
H 8.28 -9.43 1.50
H 8.25 -8.74 3.10
H 8.33 -7.68 1.73
H 6.05 -9.35 0.10
H 6.65 -7.79 0.08
H 4.05 -8.43 1.53
H 3.98 -8.04 -0.23
H 4.87 -6.30 1.95
H 2.58 -6.73 1.93
H 2.63 -6.27 0.21
H 1.84 -4.43 1.69
H 3.24 -4.03 0.66
H 4.27 -2.88 3.99
H 2.96 -2.40 2.91
H 4.73 -2.57 2.38
C -8.87 0.65 0.99
O -8.61 2.03 0.64
C -7.61 2.25 -0.36
C -7.05 3.56 0.12
N -6.15 4.09 -0.90
C -5.50 5.31 -0.43
C -4.45 5.02 0.67
O -3.74 6.25 0.91
C -2.64 6.05 1.83
H -9.45 0.74 1.90
H -7.96 0.12 1.29
H -9.56 0.16 0.30
H -7.97 2.33 -1.38
H -6.76 1.57 -0.32
H -6.64 3.39 1.11
H -7.85 4.27 0.32
H -6.68 4.19 -1.76
H -6.25 6.05 -0.17
H -4.93 5.73 -1.26
H -3.72 4.34 0.22
H -4.85 4.44 1.51
H -2.92 5.78 2.84
H -1.99 6.92 1.81
H -1.95 5.36 1.34
C -4.22 6.18 -4.08
O -2.92 6.65 -3.73
C -2.23 6.08 -2.69
C -1.12 6.96 -2.10
N 0.05 6.94 -3.02
C 1.19 7.76 -2.49
C 2.36 7.78 -3.45
O 1.91 8.27 -4.69
C 2.92 8.15 -5.70
H -4.30 5.10 -4.19
H -4.50 6.70 -4.99
H -4.98 6.40 -3.32
H -1.91 5.06 -2.93
H -2.94 6.00 -1.87
H -0.85 6.50 -1.16
H -1.50 7.95 -1.87
H -0.20 7.30 -3.93
H 1.57 7.28 -1.59
H 0.92 8.79 -2.23
H 2.71 6.76 -3.59
H 3.24 8.22 -2.99
H 3.44 7.19 -5.62
H 3.54 9.03 -5.58
H 2.55 8.26 -6.72
C -2.87 2.22 -1.97
O -2.18 1.80 -3.15
C -1.77 0.47 -3.22
C -0.62 -0.02 -2.28
N -1.16 -0.58 -1.05
C -0.28 -1.40 -0.23
C -0.94 -1.71 1.14
O -0.92 -0.63 2.07
C 0.32 -0.33 2.74
H -3.72 1.59 -1.71
H -3.31 3.19 -2.19
H -2.18 2.29 -1.12
H -1.47 0.45 -4.27
H -2.65 -0.15 -3.08
H 0.08 0.79 -2.07
H -0.07 -0.79 -2.82
H -1.63 0.11 -0.47
H 0.66 -0.85 -0.13
H -0.06 -2.30 -0.82
H -0.38 -2.55 1.55
H -1.97 -2.04 1.01
H 1.13 -0.11 2.05
H 0.71 -1.18 3.31
H 0.24 0.51 3.42
C 2.03 4.58 -6.26
C 1.92 3.55 -5.14
C 0.49 3.53 -4.60
O 2.21 2.22 -5.64
H 1.32 4.46 -7.08
H 3.05 4.76 -6.62
H 1.84 5.55 -5.80
H 2.54 3.67 -4.25
H 0.12 4.52 -4.32
H 0.38 2.94 -3.69
H -0.24 3.21 -5.34
H 1.66 2.09 -6.41
C -4.47 -0.33 1.73
C -4.00 1.09 1.49
C -4.14 2.08 2.67
O -2.64 1.06 1.05
H -3.89 -0.88 2.48
H -4.40 -0.87 0.79
H -5.52 -0.40 2.00
H -4.61 1.48 0.68
H -5.19 2.28 2.86
H -3.56 2.99 2.53
H -3.79 1.67 3.62
H -2.22 0.35 1.54
C 1.93 0.33 7.14
C 2.85 0.93 5.99
C 3.93 1.83 6.54
O 3.46 -0.17 5.35
H 2.53 -0.41 7.67
H 1.08 -0.19 6.68
H 1.63 1.17 7.77
H 2.27 1.45 5.22
H 3.42 2.67 7.00
H 4.68 2.20 5.83
H 4.51 1.35 7.32
H 4.19 0.17 4.82
C 4.22 -0.87 -3.21
C 3.17 0.29 -2.90
C 2.87 0.21 -1.38
O 3.75 1.57 -3.21
H 3.86 -1.83 -3.60
H 4.80 -1.06 -2.31
H 4.93 -0.46 -3.93
H 2.24 0.14 -3.44
H 2.69 -0.82 -1.06
H 2.17 0.98 -1.06
H 3.81 0.51 -0.91
H 3.30 1.80 -4.03
C -1.35 -0.76 7.89
C -2.32 0.24 7.23
C -1.63 0.90 6.02
O -3.47 -0.45 6.85
H -0.93 -1.43 7.14
H -1.81 -1.24 8.76
H -0.47 -0.19 8.18
H -2.56 1.05 7.92
H -2.36 1.52 5.51
H -1.34 0.06 5.39
H -0.75 1.48 6.30
H -3.23 -1.10 6.18
```

Output
E_tot = -6285.0690 Ha
charge = 0

Here are the Löwdin charges for atoms 1 to 8, given in e:
1 C -0.137
2 O -0.190
3 C -0.189
4 C -0.147
5 N -0.075
6 C -0.210
7 C -0.197
8 O -0.185